# 1
The following is a DFT calculation (wB97M-V/def2-TZVPD) of C3H10O4 as an isolated structure at a distorted geometry.

XYZ file:
```
17
Properties=species:S:1:pos:R:3:nbo_charge:R:1
H -0.821 1.190 1.012 0.4937
O -1.721 2.008 0.939 -0.9007
O 0.053 0.395 0.996 -0.7745
H -1.472 2.505 0.043 0.5522
H -2.644 1.702 0.940 0.5185
C -0.523 -0.650 0.374 0.7759
O -1.419 -0.536 -0.458 -0.6627
C 0.365 -1.816 0.430 -0.5155
H 0.897 -1.828 1.394 0.2207
H -0.112 -2.821 0.658 0.2233
C 1.273 -1.635 -0.747 -0.6044
H 2.014 -2.514 -0.587 0.2050
H 0.879 -1.713 -1.740 0.2265
H 1.940 -0.777 -0.489 0.2186
O 0.090 2.281 -0.908 -0.9599
H 0.746 2.313 -0.203 0.4943
H 0.455 1.896 -1.655 0.4891
```

Results
gap between HOMO and LUMO = 9.86 eV
relative energy (zero: lowest compared OMol25 entry of this formula, charge and spin) = 1.4785 eV
F_max = 4.73 eV Å⁻¹
total charge = 0


# 2
The following is a DFT calculation (wB97M-V/def2-TZVPD) of a 2-piece molecular cluster, C4H13NO overall at a distorted geometry.

XYZ file:
```
19
Properties=species:S:1:pos:R:3:nbo_charge:R:1
C 1.651 -0.224 1.444 -0.6454
C 1.699 0.897 0.333 -0.5052
C 1.348 0.131 -0.922 -0.2297
N -0.100 0.303 -1.440 -0.6982
C -1.073 -0.779 -1.117 -0.5663
H 1.767 0.220 2.420 0.1876
H 0.679 -0.589 1.559 0.2196
H 2.537 -0.807 1.416 0.1899
H 1.025 1.626 0.704 0.1991
H 2.664 1.371 0.374 0.1830
H 1.884 0.577 -1.815 0.1749
H 1.548 -0.948 -0.937 0.1868
H -0.439 1.267 -1.225 0.3128
H -1.905 -0.795 -1.807 0.1656
H -0.607 -1.720 -1.207 0.1727
H -1.585 -0.508 -0.177 0.1586
H -3.416 0.003 0.514 0.3315
H -1.975 0.090 0.987 0.3389
O -2.903 -0.257 1.355 -1.1760
```

Results
gap between HOMO and LUMO (spin up / spin down) = 3.01 / 8.38 eV
relative energy (zero: lowest compared OMol25 entry of this formula, charge and spin) = 2.1072 eV
F_max = 4.44 eV Å⁻¹
total charge = -1
2S+1 = 2
<S²> = 0.75


# 3
The following is a DFT calculation (wB97M-V/def2-TZVPD) of one molecule with the formula C3H4N2O2 at a distorted geometry.

XYZ file:
```
11
Properties=species:S:1:pos:R:3:nbo_charge:R:1
O 2.522 0.186 0.000 -0.6109
N 1.648 -0.959 0.013 -0.2599
C 0.463 -0.508 0.001 0.6105
N -0.036 0.796 -0.056 -0.6199
C -1.402 0.698 0.011 -0.1164
C -1.736 -0.602 0.020 0.0549
O -0.628 -1.350 -0.004 -0.4277
H 3.401 -0.264 -0.152 0.4858
H 0.566 1.592 0.346 0.4429
H -2.146 1.510 -0.145 0.2306
H -2.652 -1.098 -0.034 0.2101
```

Results
SMILES string = O/N=c1\[nH]cco1
gap between HOMO and LUMO = 8.68 eV
relative energy (zero: lowest compared OMol25 entry of this formula, charge and spin) = 3.9244 eV
F_max = 3.18 eV Å⁻¹
total charge = 0